{"formula": "C20H17NO4", "method": "ωB97M-V/def2-TZVPD", "homo_lumo_gap_ev": 7.8, "total_energy_ha": -1128.0700, "smiles": "CCOc1cccc2cc(C(=O)N3CCc4ccccc43)c(=O)oc12", "e_homo_ev": -8.206, "species": ["C", "C", "O", "C", "C", "C", "C", "C", "C", "C", "C", "O", "N", "C", "C", "C", "C", "C", "C", "C", "C", "C", "O", "O", "C", "H", "H", "H", "H", "H", "H", "H", "H", "H", "H", "H", "H", "H", "H", "H", "H", "H"], "xyz": [[-3.79694, -2.78632, 0.24378], [-4.35116, -2.03410, -0.96000], [-4.95084, -0.79675, -0.59900], [-4.24045, 0.27725, -0.19330], [-5.00928, 1.30176, 0.35876], [-4.45201, 2.49222, 0.79531], [-3.09499, 2.69633, 0.69922], [-2.28693, 1.69661, 0.15114], [-0.87251, 1.85195, 0.00719], [-0.09818, 0.86808, -0.50200], [1.36715, 1.11755, -0.73656], [1.71117, 2.08341, -1.39172], [2.22295, 0.25125, -0.15306], [1.83504, -0.85004, 0.72577], [3.12823, -1.30427, 1.42022], [4.19753, -0.60152, 0.63715], [5.56631, -0.73101, 0.71240], [6.35766, 0.05543, -0.11566], [5.77714, 0.95391, -0.99443], [4.39889, 1.09418, -1.07677], [3.61839, 0.30431, -0.25206], [-0.71010, -0.36611, -0.98314], [-0.12864, -1.29655, -1.48851], [-2.06010, -0.47278, -0.84684], [-2.85174, 0.49046, -0.30028], [-3.46462, -3.77151, -0.06981], [-2.95052, -2.25873, 0.67545], [-4.56743, -2.89557, 1.00382], [-3.57831, -1.89446, -1.71919], [-5.18048, -2.59545, -1.39960], [-6.07181, 1.13181, 0.42906], [-5.09017, 3.25522, 1.21270], [-2.63967, 3.61534, 1.03239], [-0.42171, 2.78324, 0.32085], [1.07656, -0.51213, 1.43719], [1.41409, -1.65872, 0.12131], [3.24347, -2.38750, 1.39060], [3.15567, -0.99195, 2.46727], [6.01426, -1.43155, 1.40146], [7.43246, -0.03612, -0.07138], [6.40490, 1.55834, -1.63175], [3.94675, 1.79450, -1.75796]], "forces_ev_per_angstrom": [[-0.18, 0.33, -0.22], [0.21, -0.63, -0.05], [-0.07, 0.24, -0.03], [0.16, 0.22, 0.09], [0.24, -0.14, -0.09], [-0.03, 0.00, 0.02], [0.15, -0.17, -0.10], [-0.51, -0.29, -0.04], [0.49, -0.47, -0.21], [-0.31, 0.45, 0.06], [-0.24, -0.03, 0.06], [0.06, 0.15, -0.07], [-0.04, 0.08, 0.03], [-0.43, -0.55, 0.19], [0.01, 0.08, 0.13], [-0.10, 0.10, -0.15], [-0.07, 0.06, -0.08], [0.15, -0.02, 0.03], [0.05, -0.05, 0.03], [-0.08, 0.14, -0.14], [0.60, -0.05, 0.05], [0.45, -0.38, -0.14], [-0.21, 0.37, 0.08], [-0.27, -0.11, -0.05], [-0.26, 0.53, 0.29], [0.06, -0.13, -0.01], [0.09, 0.00, 0.05], [-0.06, -0.05, 0.06], [-0.20, -0.02, 0.07], [0.15, 0.08, 0.03], [-0.12, -0.05, 0.00], [-0.06, 0.07, 0.04], [0.06, 0.11, 0.04], [0.09, 0.09, -0.02], [0.07, -0.07, -0.08], [0.05, 0.13, 0.15], [-0.06, 0.02, 0.03], [-0.02, -0.04, -0.01], [0.05, -0.07, 0.07], [0.10, 0.00, -0.01], [0.05, 0.05, -0.06], [-0.01, 0.02, -0.01]]}

***

{"formula": "C20H18AsF6N6PdS", "method": "ωB97M-V/def2-TZVPD", "homo_lumo_gap_ev": [3.9, 4.3], "s2": 0.7710, "spin_multiplicity": 2, "total_energy_ha": -4462.6583, "total_charge": -2, "e_homo_ev": [0.306, -0.068], "species": ["Pd", "N", "C", "C", "C", "C", "C", "C", "N", "C", "C", "C", "S", "C", "N", "H", "H", "H", "H", "H", "H", "H", "F", "As", "F", "F", "F", "F", "F", "C", "C", "N", "C", "C", "N", "H", "H", "H", "H", "H", "H", "N", "C", "C", "C", "C", "C", "C", "H", "H", "H", "H", "H"], "xyz": [[0.46489, -0.21071, -0.67592], [-3.63465, -0.79651, -0.46342], [-3.76127, 0.51900, -0.03729], [-4.84745, 1.25122, 0.40049], [-4.62100, 2.58259, 0.75673], [-3.34335, 3.13657, 0.66818], [-2.24924, 2.40052, 0.22629], [-2.46549, 1.07229, -0.13104], [-1.59314, 0.12445, -0.59987], [-2.29818, -1.01548, -0.76023], [-1.71711, -2.23272, -1.11809], [-2.27045, -3.51751, -1.31528], [-0.98150, -4.64055, -1.64711], [0.17166, -3.34616, -1.55550], [-0.33029, -2.19434, -1.28822], [-4.33720, -1.50934, -0.42831], [-5.83769, 0.81323, 0.46298], [-5.44732, 3.18887, 1.10915], [-3.19637, 4.17175, 0.95348], [-1.24716, 2.80374, 0.16765], [-3.26541, -3.86327, -1.09157], [1.23257, -3.50022, -1.69734], [2.65335, -1.17758, -1.14154], [4.19856, -2.02475, -1.23358], [3.32027, -3.52589, -1.45656], [4.15917, -2.27367, 0.48064], [5.69532, -2.89928, -1.33760], [5.04833, -0.53542, -1.01919], [4.20208, -1.79718, -2.95429], [-0.27347, -3.48906, 2.18733], [0.62685, -2.36035, 2.55559], [0.95616, -1.36733, 1.77850], [1.80215, -0.56042, 2.50152], [1.99076, -1.08410, 3.74177], [1.23077, -2.24303, 3.77279], [-0.69573, -3.29232, 1.20371], [-1.09645, -3.59422, 2.89944], [0.26753, -4.43727, 2.14315], [2.18203, 0.34523, 2.05441], [2.57522, -0.76004, 4.58501], [1.14748, -2.88542, 4.53818], [0.97769, 1.45082, 0.09856], [1.13407, 2.49853, -0.68645], [0.81147, 2.60174, -2.08605], [0.97435, 3.77854, -2.78887], [1.46332, 4.94881, -2.20526], [1.78747, 4.88137, -0.84267], [1.63256, 3.72888, -0.10930], [0.43418, 1.72197, -2.59579], [0.71414, 3.77948, -3.84533], [1.59530, 5.85800, -2.77876], [2.17200, 5.76677, -0.33987], [1.88824, 3.70975, 0.94477]], "forces_ev_per_angstrom": [[-0.41, -0.01, 0.09], [-0.03, 0.09, -0.02], [-0.04, -0.06, 0.01], [0.00, -0.01, -0.03], [0.03, 0.03, 0.01], [-0.01, 0.00, 0.00], [0.00, -0.06, 0.01], [0.08, -0.03, -0.10], [-0.07, 0.10, 0.01], [0.02, -0.12, 0.01], [0.04, 0.00, -0.05], [0.04, 0.06, 0.03], [-0.01, -0.07, -0.02], [0.03, 0.09, -0.02], [-0.08, -0.05, 0.07], [0.01, 0.00, 0.02], [0.00, 0.00, 0.01], [0.00, 0.00, -0.01], [0.00, 0.00, 0.00], [-0.03, 0.06, 0.01], [-0.01, 0.00, -0.01], [-0.02, -0.04, 0.01], [0.43, -0.15, -0.07], [-0.44, 0.22, 0.04], [0.07, -0.03, 0.00], [0.02, -0.03, 0.01], [0.14, -0.07, -0.01], [0.03, -0.03, 0.00], [0.02, -0.03, -0.02], [-0.02, -0.01, 0.01], [0.02, -0.08, -0.04], [-0.01, 0.02, 0.03], [-0.01, 0.01, -0.02], [-0.03, -0.03, 0.01], [0.02, 0.05, 0.00], [0.00, 0.01, 0.00], [0.01, 0.00, 0.01], [0.00, 0.00, -0.01], [-0.01, 0.01, 0.00], [0.01, -0.01, 0.00], [0.01, 0.00, 0.00], [0.29, 0.08, -0.12], [-0.08, 0.12, 0.22], [-0.04, 0.00, -0.07], [-0.02, -0.02, -0.05], [0.01, -0.07, 0.07], [-0.01, 0.03, -0.03], [0.01, -0.02, -0.04], [0.01, 0.00, 0.01], [-0.01, 0.01, 0.01], [0.00, 0.01, 0.00], [0.00, 0.00, -0.01], [0.00, 0.00, 0.00]]}

***

{"formula": "C20H18Br2N8O3V", "method": "ωB97M-V/def2-TZVPD", "homo_lumo_gap_ev": [6.9, 7.1], "s2": 2.0105, "spin_multiplicity": 3, "total_energy_ha": -7528.7281, "total_charge": 1, "e_homo_ev": [-10.540, -10.855], "species": ["V", "N", "C", "N", "C", "N", "N", "C", "N", "C", "C", "C", "C", "C", "N", "H", "H", "H", "H", "H", "H", "H", "H", "C", "C", "C", "C", "C", "C", "Br", "C", "C", "Br", "C", "O", "C", "N", "H", "H", "H", "H", "H", "H", "N", "C", "C", "O", "O", "H", "H", "H", "H"], "xyz": [[-0.33726, -0.32999, 0.04547], [-0.16935, 2.90103, 0.51568], [-0.94652, 2.29294, 1.42489], [-1.50576, 3.04571, 2.35147], [-2.24639, 2.40946, 3.26368], [-2.86993, 3.14179, 4.18162], [-2.38715, 1.07229, 3.32738], [-1.79124, 0.39793, 2.38106], [-1.10874, 0.94022, 1.34682], [-1.77544, -1.05845, 2.38543], [-2.32401, -1.85101, 3.38145], [-2.22353, -3.22412, 3.26887], [-1.57952, -3.76352, 2.16032], [-1.06090, -2.91243, 1.20716], [-1.14876, -1.58289, 1.31656], [0.06527, 3.86614, 0.67035], [0.37141, 2.34293, -0.11790], [-2.75478, 4.13961, 4.18277], [-3.40394, 2.67931, 4.89574], [-2.81338, -1.36858, 4.21548], [-2.64342, -3.87416, 4.02371], [-1.49469, -4.83326, 2.03627], [-0.57804, -3.28973, 0.31475], [0.38514, -0.26994, -3.94869], [1.62412, -0.22985, -3.10782], [2.89398, -0.28649, -3.72366], [4.03474, -0.26902, -2.97254], [3.93585, -0.20650, -1.56771], [5.02434, -0.24036, -0.66185], [6.80104, -0.32093, -1.30804], [4.81609, -0.22474, 0.68938], [3.51242, -0.14216, 1.20028], [3.21147, -0.14951, 3.06431], [2.42000, -0.07635, 0.36658], [1.16598, -0.01114, 0.78358], [2.63125, -0.12878, -1.03650], [1.50085, -0.13630, -1.79645], [0.62550, -0.51434, -4.98003], [-0.11121, 0.70353, -3.94306], [-0.31485, -1.01114, -3.56520], [2.95167, -0.34623, -4.80145], [5.00824, -0.31204, -3.44145], [5.65009, -0.28099, 1.37438], [-1.80041, 1.46733, -1.86477], [-2.78016, 0.48659, -2.33007], [-2.28666, -0.94862, -2.06015], [-2.69482, -1.89948, -2.67234], [-1.37246, -0.97500, -1.11920], [-2.23887, 2.33217, -1.58032], [-1.15002, 1.69187, -2.60723], [-3.00511, 0.55843, -3.39379], [-3.71216, 0.59874, -1.77522]], "forces_ev_per_angstrom": [[0.44, 1.60, -1.21], [-0.23, -0.27, 0.14], [0.11, -0.06, -0.07], [-0.15, 0.15, 0.21], [0.23, 0.30, -0.33], [-0.03, -0.12, 0.03], [-0.11, -0.65, 0.25], [0.12, 1.13, -0.10], [-0.79, 1.10, 1.09], [-0.05, -0.90, 0.01], [-0.03, 0.45, -0.03], [0.14, -0.19, -0.23], [-0.18, -0.03, 0.28], [0.02, 0.08, -0.16], [-0.68, -1.13, 1.45], [0.00, 0.01, -0.02], [0.16, 0.07, -0.12], [-0.02, 0.01, 0.01], [-0.01, 0.05, 0.03], [-0.01, -0.02, 0.00], [0.00, 0.02, 0.03], [0.04, 0.01, -0.04], [0.00, 0.01, 0.00], [-0.04, 0.00, 0.06], [-0.01, 0.04, 0.09], [0.14, 0.02, 0.00], [-0.11, 0.00, -0.07], [-0.18, 0.03, 0.00], [0.13, 0.00, 0.16], [-0.12, -0.01, 0.02], [0.21, 0.00, -0.15], [-0.62, 0.05, 0.10], [0.12, 0.01, -0.11], [0.88, -0.12, -0.28], [4.04, 0.75, 2.64], [0.21, -0.02, 0.03], [-0.22, -0.02, 0.19], [-0.03, 0.00, -0.02], [0.07, -0.06, -0.08], [0.04, -0.01, -0.06], [-0.02, -0.01, 0.00], [0.00, -0.01, 0.00], [0.00, 0.03, -0.01], [0.04, 0.02, 0.15], [0.31, -0.27, 0.16], [-0.50, 0.30, -0.57], [0.15, 0.07, 0.21], [-3.26, -2.58, -3.69], [-0.06, 0.04, -0.01], [-0.03, 0.08, 0.08], [-0.08, -0.03, 0.00], [-0.03, 0.06, -0.03]]}

***

{"formula": "C20H18Cl3FN2OPdS", "method": "ωB97M-V/def2-TZVPD", "homo_lumo_gap_ev": 7.5, "total_energy_ha": -2964.0717, "e_homo_ev": -7.581, "species": ["Pd", "O", "S", "C", "C", "C", "C", "H", "H", "H", "H", "H", "H", "H", "H", "F", "C", "C", "C", "C", "C", "C", "C", "H", "H", "H", "H", "H", "H", "N", "C", "C", "C", "C", "C", "C", "C", "H", "H", "H", "H", "Cl", "C", "Cl", "Cl", "C", "N"], "xyz": [[-0.57190, 0.42426, -1.39958], [-2.07893, -1.12975, -0.14582], [-1.93894, -2.55115, 0.31836], [-1.64132, -2.51418, 2.10668], [-0.15680, -2.25793, 2.30993], [0.54606, -3.16891, 1.30727], [-0.20746, -3.03234, -0.01747], [-1.93788, -3.49943, 2.47800], [-2.30963, -1.76075, 2.52052], [0.14787, -2.46243, 3.33658], [0.07107, -1.21430, 2.09131], [0.51352, -4.20601, 1.64933], [1.59211, -2.88881, 1.18174], [-0.21164, -3.94206, -0.61706], [0.16243, -2.20214, -0.62364], [-2.17880, 4.50777, 1.33534], [-2.19502, 3.61078, 0.32868], [-1.30990, 3.75230, -0.70812], [-1.34190, 2.81592, -1.74265], [-2.29514, 1.76573, -1.75935], [-2.17139, 0.72201, -2.74182], [-3.14196, 1.64285, -0.62354], [-3.10836, 2.56174, 0.39634], [-0.60239, 4.56944, -0.70730], [-0.70375, 2.95734, -2.60596], [-1.82986, 0.99891, -3.73381], [-2.91608, -0.06617, -2.71800], [-3.82142, 0.80204, -0.57718], [-3.76038, 2.47997, 1.25501], [3.89419, 0.77805, 4.59034], [3.24182, 0.74352, 3.64382], [2.42355, 0.69918, 2.46452], [1.19866, 1.36691, 2.43004], [0.41193, 1.29341, 1.29297], [0.79508, 0.57008, 0.15486], [2.03884, -0.06724, 0.21945], [2.84614, -0.01525, 1.34731], [0.87179, 1.93033, 3.29515], [-0.54431, 1.81157, 1.30019], [2.40188, -0.64730, -0.62589], [3.79947, -0.52934, 1.37239], [4.19751, 0.37187, -3.65375], [3.00155, -0.84875, -4.10288], [2.66270, -0.77935, -5.83615], [3.57007, -2.46343, -3.64914], [1.76789, -0.57647, -3.36808], [0.81906, -0.35248, -2.76896]], "forces_ev_per_angstrom": [[0.02, 0.12, -0.18], [-0.08, 0.05, 0.02], [0.04, -0.06, -0.02], [0.00, -0.05, 0.02], [0.01, 0.03, -0.02], [0.00, 0.03, -0.02], [0.01, -0.08, 0.00], [0.00, 0.01, 0.02], [-0.01, 0.01, -0.01], [0.00, 0.00, 0.00], [0.01, 0.01, -0.01], [-0.01, 0.00, 0.02], [0.00, -0.02, -0.01], [0.02, 0.02, -0.01], [-0.01, 0.02, 0.03], [0.00, -0.01, -0.01], [0.00, 0.02, 0.00], [0.00, 0.01, 0.02], [0.03, -0.01, -0.01], [-0.06, -0.02, 0.04], [0.01, -0.05, 0.07], [0.00, -0.03, 0.00], [-0.01, 0.00, -0.03], [0.00, 0.00, 0.00], [-0.01, 0.01, 0.00], [0.02, 0.01, 0.01], [-0.01, 0.02, -0.03], [0.01, 0.03, 0.00], [0.00, 0.00, 0.01], [0.01, -0.02, 0.01], [0.00, 0.03, 0.01], [-0.02, 0.01, 0.00], [0.01, 0.00, 0.01], [-0.02, 0.02, -0.01], [-0.05, -0.01, -0.01], [0.01, -0.04, 0.01], [0.00, -0.03, -0.01], [0.00, 0.00, 0.01], [0.05, -0.02, 0.00], [-0.01, 0.02, 0.00], [0.01, 0.01, 0.00], [0.00, -0.01, 0.00], [0.00, -0.01, 0.01], [0.01, 0.00, -0.01], [0.01, 0.00, 0.00], [-0.05, -0.01, -0.03], [0.03, -0.01, 0.13]]}

***

{"formula": "C20H18ClIN2O7Ti", "method": "ωB97M-V/def2-TZVPD", "homo_lumo_gap_ev": [3.3, 5.6], "s2": 2.0210, "spin_multiplicity": 3, "total_energy_ha": -3016.7028, "total_charge": -2, "e_homo_ev": [0.850, -1.486], "species": ["Ti", "O", "C", "O", "C", "C", "C", "C", "C", "O", "C", "C", "O", "O", "H", "H", "H", "H", "H", "H", "H", "H", "Cl", "C", "C", "C", "I", "C", "O", "C", "N", "C", "C", "C", "C", "H", "H", "H", "H", "N", "C", "O", "C", "C", "H", "H", "H", "H", "H", "H"], "xyz": [[0.10072, -0.20638, 0.18030], [-1.28285, 1.67737, -3.35208], [-0.98607, 1.58762, -2.15869], [-1.04460, 0.52941, -1.44767], [-0.62158, 2.88380, -1.41673], [-1.36488, 2.93478, -0.07076], [-1.34576, 4.36190, 0.49780], [0.11790, 4.46938, 0.99753], [0.67078, 3.09803, 0.58886], [-0.46245, 2.24830, 0.80567], [0.86234, 3.03937, -0.93914], [1.83843, 1.92032, -1.33260], [2.71919, 2.17901, -2.15254], [1.70292, 0.81094, -0.70589], [-0.89906, 3.70821, -2.07198], [-2.32553, 2.42742, -0.06021], [-1.59734, 5.10254, -0.26325], [-2.05316, 4.45687, 1.32211], [0.67386, 5.28896, 0.53938], [0.15920, 4.57985, 2.08146], [1.50767, 2.73486, 1.17587], [1.28554, 3.96643, -1.32307], [-2.26617, 0.65732, 6.85488], [-2.05321, 0.25813, 5.14914], [-3.12096, -0.31005, 4.47969], [-2.97497, -0.63413, 3.13611], [-4.54943, -1.49917, 2.05229], [-1.78411, -0.39568, 2.44047], [-1.57797, -0.68417, 1.17957], [-0.70979, 0.17499, 3.16486], [0.41687, 0.34246, 2.41458], [1.49829, 0.86878, 3.04150], [1.49359, 1.24831, 4.36096], [0.33468, 1.09155, 5.15293], [-0.81215, 0.52208, 4.53691], [-4.05103, -0.49461, 4.99855], [2.39304, 0.96182, 2.43383], [2.39584, 1.66768, 4.79288], [0.31619, 1.38226, 6.19324], [3.34722, -2.96957, 0.88486], [2.28896, -2.25361, 0.40407], [1.80157, -1.36511, 1.08434], [1.76713, -2.55874, -0.96797], [0.33265, -2.05746, -1.04082], [3.56940, -2.85162, 1.85908], [3.59464, -3.83061, 0.43345], [1.96633, -3.62388, -1.17631], [2.39694, -1.97140, -1.64624], [-0.36462, -2.77195, -0.58574], [0.01515, -1.86343, -2.06479]], "forces_ev_per_angstrom": [[0.04, 0.20, 0.21], [0.04, -0.04, 0.01], [-0.11, 0.02, -0.06], [0.22, -0.10, 0.22], [-0.01, -0.03, 0.06], [0.07, 0.08, -0.04], [0.00, -0.02, 0.01], [0.00, -0.03, -0.01], [-0.04, 0.11, -0.06], [-0.11, -0.01, -0.18], [-0.02, -0.08, 0.07], [0.05, 0.07, -0.03], [0.01, -0.06, 0.01], [-0.22, -0.05, 0.10], [-0.01, 0.03, 0.01], [0.00, -0.01, -0.01], [0.00, 0.00, 0.00], [0.00, 0.00, 0.00], [0.00, 0.00, 0.00], [0.00, 0.00, 0.00], [0.02, 0.00, 0.01], [0.00, 0.02, 0.00], [-0.01, 0.01, 0.02], [-0.01, -0.01, 0.01], [-0.03, 0.00, 0.02], [0.01, -0.03, -0.26], [0.02, 0.05, 0.14], [0.00, -0.16, -0.01], [-0.28, 0.08, -0.19], [0.01, 0.03, 0.04], [0.10, 0.11, 0.01], [0.03, -0.08, -0.07], [-0.05, 0.00, 0.04], [0.01, 0.00, -0.02], [0.08, 0.02, -0.04], [0.00, 0.00, 0.00], [0.00, -0.01, 0.01], [0.01, 0.00, -0.02], [-0.01, 0.00, 0.00], [0.01, -0.06, -0.02], [0.15, -0.15, -0.12], [0.10, -0.01, 0.03], [0.01, 0.06, 0.11], [-0.05, 0.12, 0.18], [0.02, 0.02, -0.01], [0.01, 0.00, 0.02], [-0.07, 0.00, -0.13], [0.00, -0.02, -0.04], [0.03, -0.05, -0.01], [0.02, 0.01, -0.01]]}